29
Properties=species:S:1:pos:R:3:forces:R:3:nbo_charge:R:1 method="wB97M-V/def2-TZVPD" relative_energy_kj_mol=0.0 lumo_energy_ev=0.9 homo_ev=-8.835 homo_lumo_gap_ev=9.7 smiles="[H]/N=N/C/N=C/CCC[C@H](C)C(=C)F"
H -4.673 0.052 -0.885 0.27 -0.29 0.03 0.3145
N -4.084 0.155 -0.045 0.80 -0.28 0.36 -0.3184
N -3.125 -0.631 -0.113 -1.36 0.51 -0.98 -0.1417
C -2.222 -0.559 1.009 -0.18 0.05 0.88 -0.1397
N -0.856 -0.763 0.632 0.34 -0.47 0.36 -0.4635
C -0.534 -1.642 -0.205 -0.29 -0.39 -0.15 0.1874
C 0.891 -1.904 -0.558 0.21 0.03 0.23 -0.4647
C 1.917 -1.102 0.243 -0.01 0.02 -0.25 -0.4055
C 2.224 0.300 -0.288 -0.16 0.03 0.08 -0.3760
C 1.227 1.420 0.050 0.03 0.04 0.22 -0.3039
C 0.998 1.555 1.557 0.01 0.12 -0.10 -0.6138
C -0.076 1.335 -0.699 0.40 0.69 -0.88 0.4747
C -0.285 0.956 -1.949 -0.11 0.08 0.15 -0.5454
F -1.105 1.931 -0.050 -0.04 -0.11 0.11 -0.3569
H -2.522 -1.365 1.696 0.00 0.15 -0.07 0.2061
H -2.309 0.396 1.543 -0.12 -0.17 -0.18 0.2046
H -1.264 -2.276 -0.728 -0.04 0.15 0.11 0.1638
H 1.059 -2.974 -0.389 -0.02 0.02 -0.13 0.2231
H 1.019 -1.733 -1.632 -0.01 -0.09 -0.04 0.2202
H 1.581 -1.042 1.276 0.07 -0.05 0.12 0.2203
H 2.855 -1.662 0.230 -0.03 0.00 0.05 0.2084
H 3.184 0.606 0.136 -0.01 0.05 -0.08 0.2095
H 2.355 0.254 -1.371 0.12 0.00 -0.05 0.1990
H 1.698 2.354 -0.293 -0.10 -0.11 0.05 0.2213
H 0.401 0.726 1.922 0.04 0.00 0.09 0.2332
H 0.469 2.480 1.775 0.02 0.03 0.07 0.2178
H 1.954 1.574 2.077 0.10 0.01 0.05 0.2034
H 0.487 0.522 -2.552 0.31 -0.09 -0.04 0.2054
H -1.262 1.039 -2.389 -0.23 0.06 -0.02 0.2169